# 1
Density functional theory data (ωB97M-V with the def2-TZVPD basis set) for a 2-piece molecular cluster, C2H2F2O2 overall.

Positions of all 8 atoms, in Å:
1 C 1.33 2.15 0.66
2 C 0.07 0.01 -0.10
3 O 2.44 2.51 0.67
4 O -1.13 0.60 -0.18
5 F 0.47 2.70 1.63
6 F 0.82 -0.14 -1.19
7 H 0.10 -0.80 0.56
8 H -1.24 1.47 -0.73

Output
DFT total energy, eV: -11632.72191
HOMO-LUMO gap (alpha / beta), eV: 8.86 / 7.40
E_LUMO (alpha / beta), eV: -0.51 / -1.30

# 2
Density functional theory data (ωB97M-V with the def2-TZVPD basis set) for a 3-piece molecular cluster, C21H43INO12PS overall.

Positions of all 80 atoms, in Å:
1 C 4.71 1.60 2.97
2 C 4.37 0.78 1.68
3 C 5.64 0.34 0.86
4 C 3.29 1.46 0.76
5 C 3.68 2.90 0.27
6 O 4.74 2.88 -0.69
7 S 4.32 2.32 -2.19
8 O 4.96 3.21 -3.19
9 O 4.85 0.94 -2.34
10 C 2.51 2.21 -2.34
11 C 1.64 2.92 -1.24
12 C 2.42 3.79 -0.16
13 O 1.63 3.79 1.03
14 C 0.69 4.83 1.20
15 C -0.58 4.77 0.25
16 N -1.18 3.44 0.17
17 C -2.42 3.30 0.98
18 C -3.58 2.81 -0.01
19 C -3.40 1.28 -0.32
20 O -3.34 3.47 -1.27
21 P 2.92 5.52 -0.78
22 O 4.59 5.75 -0.62
23 I 2.60 5.66 -3.24
24 H 5.30 0.94 3.65
25 H 5.29 2.51 2.72
26 H 3.77 1.84 3.53
27 H 3.89 -0.17 2.04
28 H 5.26 -0.15 -0.07
29 H 6.16 -0.45 1.45
30 H 6.29 1.21 0.65
31 H 2.32 1.42 1.31
32 H 3.17 0.79 -0.13
33 H 4.09 3.43 1.17
34 H 2.23 2.66 -3.33
35 H 2.24 1.14 -2.40
36 H 1.11 2.11 -0.67
37 H 0.88 3.56 -1.72
38 H 0.24 4.67 2.22
39 H 1.10 5.87 1.27
40 H -1.30 5.55 0.60
41 H -0.29 5.10 -0.79
42 H -0.55 2.72 0.54
43 H -2.27 2.44 1.68
44 H -2.70 4.22 1.54
45 H -4.60 3.05 0.38
46 H -2.33 0.99 -0.41
47 H -3.95 0.99 -1.25
48 H -3.82 0.70 0.54
49 H -3.83 4.30 -1.22
50 H 4.85 5.88 0.30
51 C -3.91 -5.38 3.22
52 C -3.43 -4.80 1.91
53 O -3.42 -3.36 1.95
54 C -2.39 -2.82 2.61
55 O -1.50 -3.41 3.14
56 O -2.55 -1.49 2.58
57 C -1.56 -0.78 3.33
58 H -4.88 -4.95 3.49
59 H -4.00 -6.46 3.15
60 H -3.22 -5.14 4.03
61 H -4.11 -5.08 1.11
62 H -2.44 -5.18 1.64
63 H -0.56 -1.07 3.04
64 H -1.71 -0.96 4.40
65 H -1.70 0.28 3.13
66 C -0.42 -5.16 -4.26
67 C -0.83 -6.52 -3.74
68 O -1.71 -6.40 -2.61
69 C -2.97 -6.10 -2.90
70 O -3.43 -5.93 -4.00
71 O -3.64 -5.99 -1.75
72 C -5.00 -5.58 -1.91
73 H 0.00 -4.55 -3.46
74 H 0.32 -5.25 -5.06
75 H -1.28 -4.61 -4.66
76 H 0.05 -7.05 -3.39
77 H -1.29 -7.13 -4.52
78 H -5.53 -6.21 -2.62
79 H -5.03 -4.54 -2.24
80 H -5.49 -5.66 -0.94

Output
DFT total energy, eV: -76756.99143
HOMO-LUMO gap, eV: 8.31
E_LUMO, eV: -0.30
SMILES: CC(C)C[C@H]1OS(=O)(=O)CC[C@]1(OCCNC[C@H](C)O)P(O)I.CCOC(=O)OC.CCOC(=O)OC

# 3
Density functional theory data (ωB97M-V with the def2-TZVPD basis set) for one molecule with the formula C5H12N2.

Positions of all 19 atoms, in Å:
1 C -0.24 1.69 -1.59
2 C 0.25 1.06 -0.28
3 N 1.24 1.88 0.43
4 C 0.80 -0.37 -0.43
5 C 0.00 -1.48 0.15
6 C -0.70 -1.46 1.28
7 N -1.44 -2.56 1.72
8 H 0.57 1.91 -2.29
9 H -0.69 2.67 -1.36
10 H -1.15 1.20 -1.95
11 H -0.65 1.01 0.33
12 H 0.83 2.78 0.60
13 H 2.12 1.89 -0.08
14 H 1.00 -0.65 -1.47
15 H 1.86 -0.40 -0.14
16 H 0.06 -2.41 -0.43
17 H -0.90 -0.53 1.80
18 H -1.42 -2.93 2.66
19 H -1.56 -3.30 1.06

Output
DFT total energy, eV: -8358.71214
HOMO-LUMO gap, eV: 9.14
E_LUMO, eV: 1.20
SMILES: C[C@H](N)C/C=C/N

Strongest force on any atom for the records above, in order: 4.39, 5.75, 1.54 eV/A